{
  "formula": "C90H213N15O15",
  "method": "ωB97M-V with the def2-TZVPD basis set",
  "lumo_energy_ev": 0.48,
  "relative_energy_kcal_mol": 1.31,
  "spin_multiplicity": 1,
  "homo_ev": -8.1,
  "orbital_gap_ha": 0.3161,
  "species": ["C", "C", "C", "O", "C", "N", "H", "H", "H", "H", "H", "H", "H", "H", "H", "H", "H", "C", "C", "C", "O", "C", "N", "H", "H", "H", "H", "H", "H", "H", "H", "H", "H", "H", "C", "C", "C", "O", "C", "N", "H", "H", "H", "H", "H", "H", "H", "H", "H", "H", "H", "C", "C", "C", "O", "C", "N", "H", "H", "H", "H", "H", "H", "H", "H", "H", "H", "H", "C", "C", "C", "O", "C", "N", "H", "H", "H", "H", "H", "H", "H", "H", "H", "H", "H", "C", "C", "C", "O", "C", "N", "H", "H", "H", "H", "H", "H", "H", "H", "H", "H", "H", "C", "C", "C", "O", "C", "N", "H", "H", "H", "H", "H", "H", "H", "H", "H", "H", "H", "C", "C", "C", "O", "C", "N", "H", "H", "H", "H", "H", "H", "H", "H", "H", "H", "H", "C", "C", "C", "O", "C", "N", "H", "H", "H", "H", "H", "H", "H", "H", "H", "H", "H", "C", "C", "C", "C", "C", "C", "N", "O", "C", "C", "C", "H", "H", "H", "H", "H", "H", "H", "H", "H", "H", "H", "H", "H", "H", "H", "H", "H", "H", "H", "C", "C", "C", "C", "C", "C", "N", "O", "C", "C", "C", "H", "H", "H", "H", "H", "H", "H", "H", "H", "H", "H", "H", "H", "H", "H", "H", "H", "H", "H", "C", "C", "C", "C", "C", "C", "N", "O", "C", "C", "C", "H", "H", "H", "H", "H", "H", "H", "H", "H", "H", "H", "H", "H", "H", "H", "H", "H", "H", "H", "C", "C", "C", "C", "C", "C", "N", "O", "C", "C", "C", "H", "H", "H", "H", "H", "H", "H", "H", "H", "H", "H", "H", "H", "H", "H", "H", "H", "H", "H", "C", "C", "C", "C", "C", "C", "N", "O", "C", "C", "C", "H", "H", "H", "H", "H", "H", "H", "H", "H", "H", "H", "H", "H", "H", "H", "H", "H", "H", "H", "C", "C", "C", "C", "C", "C", "N", "O", "C", "C", "C", "H", "H", "H", "H", "H", "H", "H", "H", "H", "H", "H", "H", "H", "H", "H", "H", "H", "H", "H"],
  "coordinates": [[4.052146, -4.134716, -1.347384], [5.437424, -4.432869, -1.963050], [6.227716, -5.516845, -1.216316], [6.104147, -5.349806, 0.140623], [6.914697, -6.261804, 0.928833], [5.275038, -4.828274, -3.409315], [3.328561, -4.809405, -1.834112], [3.635305, -3.183871, -1.642179], [4.066377, -4.105936, -0.267010], [6.024786, -3.510174, -1.925110], [7.230927, -5.595878, -1.589780], [5.799824, -6.455757, -1.555824], [7.908423, -5.986615, 0.623253], [6.739544, -7.301199, 0.652276], [6.643272, -6.024464, 1.942882], [4.317325, -4.622568, -3.715988], [5.902257, -4.414827, -4.069549], [4.497233, 1.792040, 4.742236], [3.238687, 2.051766, 3.910257], [3.879640, 2.312466, 2.485656], [3.001484, 2.363957, 1.432239], [2.089137, 3.437536, 1.443979], [2.324443, 0.928292, 3.999694], [5.290338, 2.494335, 4.418176], [4.940220, 0.819212, 4.384025], [4.317933, 1.819150, 5.862537], [2.683630, 2.949616, 4.306395], [4.637572, 1.601379, 2.279360], [4.455985, 3.296520, 2.593269], [1.543578, 3.424283, 0.468701], [2.656695, 4.334063, 1.559501], [1.409128, 3.270118, 2.268065], [1.662134, 1.151601, 3.250812], [2.847935, 0.110490, 3.756820], [-1.570436, 1.345957, 4.136436], [-1.595879, 0.314758, 5.231873], [-1.128511, -1.011112, 4.639522], [-1.330209, -2.107212, 5.408961], [-0.729534, -3.207828, 4.821065], [-0.869737, 0.850107, 6.383100], [-1.974601, 1.081508, 3.165274], [-0.517707, 1.577555, 3.963043], [-1.976589, 2.293521, 4.544018], [-2.616490, 0.271011, 5.561086], [-0.082627, -0.971202, 4.466499], [-1.537456, -1.174844, 3.608540], [-0.426585, -3.863628, 5.598700], [0.265420, -2.922910, 4.402844], [-1.292159, -3.679543, 4.011077], [0.100980, 0.867552, 6.109726], [-0.881486, 0.199041, 7.175544], [3.301911, 7.499342, 1.565714], [1.876917, 7.499787, 2.017416], [1.683690, 8.094209, 3.445381], [2.162689, 9.446923, 3.336443], [2.269717, 10.234890, 4.446551], [1.007438, 8.179437, 0.992774], [3.961635, 7.024568, 2.303376], [3.632085, 8.576972, 1.483152], [3.511287, 7.060605, 0.556421], [1.469378, 6.442554, 2.090606], [2.211685, 7.513885, 4.188155], [0.637157, 8.003651, 3.699784], [2.978947, 9.782321, 5.132181], [1.248397, 10.291748, 4.905899], [2.655651, 11.218889, 4.163643], [0.056293, 7.845951, 1.163267], [1.055114, 9.162372, 1.193437], [-3.380937, -3.325631, -1.510280], [-3.992163, -3.674626, -2.796058], [-3.994586, -2.472777, -3.740854], [-4.711422, -2.899858, -4.870268], [-4.937547, -1.861384, -5.799139], [-3.176350, -4.809493, -3.291568], [-3.199003, -4.272185, -0.955999], [-4.001786, -2.647542, -0.871269], [-2.429463, -2.821838, -1.717311], [-5.072236, -4.014457, -2.753563], [-2.999000, -2.147107, -3.884120], [-4.589246, -1.593251, -3.363821], [-5.414556, -1.042688, -5.238206], [-5.634691, -2.159297, -6.594588], [-3.949708, -1.533222, -6.244708], [-2.187530, -4.694576, -3.223665], [-3.560101, -5.066108, -4.189902], [3.360431, -3.337095, 5.811871], [3.532926, -4.071938, 4.421115], [4.354884, -3.125762, 3.578142], [3.643579, -2.077990, 3.019893], [4.451303, -1.472546, 2.021483], [4.312127, -5.289923, 4.573679], [4.317851, -3.269802, 6.379371], [2.610291, -3.782959, 6.531109], [2.995933, -2.344769, 5.549640], [2.549674, -4.363191, 3.984875], [4.861952, -3.661043, 2.763045], [5.173338, -2.762253, 4.249488], [4.636050, -2.235890, 1.196430], [5.401260, -1.195748, 2.428010], [3.906265, -0.628274, 1.517600], [3.846472, -5.957769, 5.179792], [4.245912, -5.781165, 3.690984], [-5.808936, 0.122868, -0.850765], [-5.305968, 0.483176, 0.519833], [-6.487775, 0.751015, 1.496740], [-7.211543, 1.936781, 1.146805], [-8.454834, 2.051277, 1.786351], [-4.340873, -0.562887, 1.065351], [-4.953692, -0.296591, -1.363196], [-6.317371, 0.945637, -1.404181], [-6.480404, -0.761986, -0.630859], [-4.686358, 1.429402, 0.509357], [-6.077745, 1.028018, 2.512810], [-7.232881, -0.102134, 1.524711], [-9.199984, 1.292987, 1.462878], [-8.833671, 3.028077, 1.470076], [-8.366461, 2.021152, 2.874481], [-4.866101, -1.439216, 1.062047], [-4.254105, -0.292499, 2.030150], [0.060332, 1.393340, -5.713240], [-1.429218, 1.011088, -6.002991], [-2.339872, 2.146010, -5.572543], [-3.656225, 1.599365, -5.434763], [-4.707647, 2.497760, -5.623472], [-1.427082, 0.600082, -7.445536], [0.307660, 1.618771, -4.689210], [0.339293, 2.305689, -6.291541], [0.647853, 0.543494, -6.078084], [-1.667804, 0.089581, -5.425829], [-2.278010, 2.897319, -6.355754], [-1.953556, 2.632523, -4.695777], [-5.583081, 1.953973, -5.971402], [-4.597690, 3.280681, -6.385727], [-4.982982, 2.934449, -4.643099], [-1.308219, 1.417839, -8.046335], [-2.379319, 0.257401, -7.624169], [0.339391, -3.764533, -4.034070], [0.787791, -2.851879, -5.127150], [2.038071, -3.441714, -5.752622], [3.163816, -3.334287, -4.832301], [3.737625, -2.060355, -4.781259], [-0.282937, -2.546448, -6.005162], [1.228263, -4.136392, -3.543114], [0.059015, -4.795261, -4.417429], [-0.321424, -3.436741, -3.178224], [1.001826, -1.879092, -4.603542], [2.343294, -3.010881, -6.701411], [1.821084, -4.537097, -5.897328], [4.074659, -1.714480, -5.792349], [4.761436, -2.171334, -4.318161], [3.136766, -1.302187, -4.250251], [-0.049702, -1.847202, -6.688319], [-0.624117, -3.397241, -6.457894], [-6.849116, -4.189163, 0.283555], [-6.433213, -4.678463, 1.697144], [-5.303646, -5.694154, 1.493758], [-4.528381, -5.980063, 2.825382], [-4.008577, -4.674983, 3.406038], [-5.047680, -3.584471, 3.658982], [-5.867980, -3.483009, 2.394989], [-6.831823, -2.561041, 2.631126], [-5.909570, -3.793390, 4.877263], [-4.277493, -2.259042, 3.850010], [-7.676682, -5.274109, 2.360756], [-7.357886, -4.985440, -0.209964], [-5.909348, -3.996094, -0.257329], [-7.410270, -3.273632, 0.369409], [-5.623318, -6.631512, 0.995056], [-4.577229, -5.152660, 0.849756], [-3.653721, -6.549612, 2.677932], [-5.110408, -6.536378, 3.523284], [-3.238524, -4.261145, 2.717522], [-3.389378, -4.868685, 4.297900], [-6.281775, -4.832543, 5.000100], [-5.361363, -3.519420, 5.867001], [-6.740893, -3.051654, 4.959026], [-4.961276, -1.382002, 3.735177], [-3.835694, -2.370431, 4.851305], [-3.483339, -2.320697, 3.131205], [-8.581359, -4.637317, 2.253752], [-7.559886, -5.333666, 3.482192], [-7.945651, -6.347230, 2.104520], [-7.496123, -2.795431, 3.299048], [-2.344105, 6.648354, 4.074412], [-2.581608, 5.498712, 3.164005], [-3.558566, 4.584793, 3.906041], [-4.084320, 3.497819, 2.972803], [-4.851224, 4.251266, 1.867179], [-3.948025, 5.078423, 1.010764], [-3.202989, 6.053074, 1.860111], [-2.182155, 6.713473, 1.142812], [-2.962100, 4.260427, 0.152004], [-4.771810, 5.946099, -0.025662], [-1.225928, 4.875669, 2.850609], [-1.556860, 6.315265, 4.796051], [-3.249294, 6.935365, 4.637419], [-1.999655, 7.526785, 3.478237], [-2.973214, 4.241096, 4.804474], [-4.340369, 5.181727, 4.360546], [-4.750799, 2.811765, 3.487223], [-3.191015, 2.938786, 2.605708], [-5.628734, 4.838694, 2.375786], [-5.334719, 3.598686, 1.127584], [-3.415429, 4.096320, -0.816688], [-2.025925, 4.835511, 0.091118], [-2.787547, 3.262286, 0.533768], [-4.023302, 6.494717, -0.590617], [-5.309407, 5.324258, -0.728122], [-5.506192, 6.511398, 0.477316], [-1.299032, 4.070773, 2.103864], [-0.824429, 4.448189, 3.792111], [-0.567278, 5.632682, 2.414435], [-2.536626, 7.640328, 1.025896], [1.904645, -8.662634, -1.375630], [1.369056, -7.741462, -0.339774], [0.458484, -6.671712, -0.949900], [-0.331368, -5.903686, 0.192692], [-1.265159, -6.905900, 0.898514], [-0.364055, -7.939797, 1.593004], [0.489422, -8.544759, 0.533892], [1.361853, -9.441837, 1.190790], [0.224393, -7.259724, 2.806312], [-1.327802, -9.072124, 2.086252], [2.513402, -6.972155, 0.396422], [2.508115, -9.433560, -0.813002], [2.448110, -8.178215, -2.186788], [1.085674, -9.160045, -1.915361], [0.984141, -5.974134, -1.620774], [-0.227033, -7.136440, -1.620695], [-0.853356, -5.082733, -0.303758], [0.387409, -5.434896, 0.873951], [-1.870104, -7.298484, 0.041195], [-1.880922, -6.472924, 1.677311], [-0.590607, -6.771987, 3.400533], [0.903564, -7.848482, 3.444443], [0.930613, -6.505466, 2.437090], [-1.924959, -8.770395, 2.974360], [-1.991371, -9.311217, 1.291058], [-0.789359, -9.964739, 2.342970], [2.184450, -6.091218, 0.898919], [3.219790, -6.594851, -0.308731], [3.000883, -7.491949, 1.208182], [1.831266, -8.999168, 1.906896], [2.913417, 6.746439, -2.156034], [1.948984, 6.922408, -3.324683], [2.234357, 5.773491, -4.312332], [1.570700, 4.475641, -3.903884], [0.093024, 4.668262, -3.583574], [-0.234931, 5.711983, -2.511421], [0.493094, 6.930197, -2.973879], [0.190064, 8.015001, -2.132803], [-1.716342, 6.010264, -2.528756], [0.129254, 5.243570, -1.095408], [2.215158, 8.161059, -4.105727], [3.029521, 5.669859, -1.930402], [2.624536, 7.273430, -1.230779], [3.914909, 7.064192, -2.328895], [1.759045, 6.092323, -5.216051], [3.292960, 5.657916, -4.554220], [2.102480, 4.009007, -3.075758], [1.677071, 3.768339, -4.796138], [-0.372745, 3.715100, -3.393663], [-0.326813, 5.061932, -4.491282], [-2.302808, 5.097567, -2.366463], [-1.982825, 6.765938, -1.764141], [-1.973132, 6.496172, -3.541078], [0.077204, 4.148842, -1.091560], [1.138565, 5.439153, -0.705912], [-0.482894, 5.667143, -0.293501], [1.909571, 8.989387, -3.500798], [1.618987, 8.216167, -5.007408], [3.276066, 8.140731, -4.290827], [0.546913, 7.867086, -1.234469], [5.447345, 4.463287, -0.557645], [5.881219, 3.436719, -1.614896], [7.393114, 3.240175, -1.485567], [7.978961, 2.102349, -2.325299], [7.277427, 0.826969, -1.803931], [5.781788, 0.969587, -1.965954], [5.328300, 2.146132, -1.175366], [3.865322, 2.179322, -1.304196], [5.293807, 1.004144, -3.435894], [5.137038, -0.281970, -1.326740], [5.551798, 3.980873, -3.011004], [5.955756, 5.424260, -0.524904], [5.668645, 3.995066, 0.434729], [4.380093, 4.675275, -0.740025], [7.762820, 4.200614, -1.754495], [7.617397, 3.089828, -0.481550], [9.035111, 2.063375, -2.167060], [7.751393, 2.197996, -3.409154], [7.395583, 0.696487, -0.735837], [7.511044, -0.087755, -2.269839], [5.382593, -0.063937, -3.864065], [4.242023, 1.358687, -3.669994], [5.974701, 1.684849, -3.948967], [5.680261, -0.612135, -0.347634], [4.092799, -0.138713, -1.071133], [5.149864, -1.144318, -2.039914], [6.159584, 3.585658, -3.896679], [5.590673, 5.053135, -3.066250], [4.481625, 3.691213, -3.243847], [3.553429, 2.266040, -0.360427], [-1.088609, -2.345215, 1.252920], [-0.220112, -1.387908, 0.418113], [0.536034, -2.278054, -0.647874], [1.309837, -1.572841, -1.786893], [0.335359, -0.578162, -2.438143], [-0.472049, 0.284467, -1.443664], [-1.042952, -0.515508, -0.339382], [-1.791034, 0.412727, 0.539973], [0.437419, 1.533020, -0.998400], [-1.616870, 0.910348, -2.190820], [0.786106, -0.696047, 1.377663], [-0.480147, -2.924594, 1.966392], [-1.591627, -3.043258, 0.578553], [-1.842940, -1.732397, 1.798948], [1.318482, -2.858720, -0.099964], [-0.173263, -2.979265, -1.126855], [1.698173, -2.255742, -2.490224], [2.191767, -1.085534, -1.345875], [-0.415342, -1.194901, -3.002068], [0.885754, 0.147615, -3.074704], [-0.170007, 2.017971, -0.205371], [1.465742, 1.355831, -0.664631], [0.560003, 2.139144, -1.933582], [-2.134317, 1.693480, -1.581427], [-1.233659, 1.393046, -3.080643], [-2.397458, 0.224792, -2.524967], [0.213954, 0.046487, 2.003621], [1.521646, -0.170021, 0.809051], [1.318982, -1.423713, 2.023662], [-2.689134, 0.066722, 0.465307]],
  "atomic_forces_ev_per_a": [[0.148, -0.317, -1.105], [0.123, 0.740, -1.003], [-1.523, -0.427, -1.348], [0.045, -0.309, 1.543], [-0.893, 1.249, -1.694], [-1.065, -0.379, 1.371], [0.086, -0.390, 0.865], [0.419, 0.720, -0.343], [-0.146, -0.615, 0.220], [0.060, 0.110, 0.156], [1.069, 0.484, 0.014], [-0.430, -0.595, 0.122], [0.940, -0.232, 0.638], [-0.243, -0.116, 0.131], [0.349, -0.210, 0.447], [0.699, -0.055, 0.047], [0.425, 0.363, 0.047], [0.431, -0.343, 0.384], [1.158, 0.707, 0.211], [-0.204, 2.409, 2.027], [-0.309, -0.894, -1.489], [-0.417, -0.841, -0.742], [-0.419, 1.323, -0.469], [-0.426, 0.057, 0.701], [-0.625, 0.489, 0.804], [0.400, -0.165, -1.437], [0.680, -0.596, -0.577], [0.498, -1.097, -0.315], [-0.726, -0.796, -0.244], [0.451, 0.085, 0.943], [0.179, 1.068, 0.133], [-0.535, 0.422, 0.215], [-0.116, -0.940, 0.219], [-0.028, -0.873, -0.353], [0.929, 1.424, 0.410], [-0.631, -0.332, -0.126], [-0.546, 1.505, -1.617], [-1.010, -1.185, 1.542], [1.632, 0.093, -0.505], [0.372, -0.681, 0.195], [-0.399, -0.210, 0.063], [0.243, 0.080, -0.231], [-0.067, -0.580, -0.467], [-0.783, -0.615, 0.150], [1.538, 0.683, -0.291], [-0.180, 0.377, 0.781], [-0.373, -1.124, 0.705], [-0.473, 0.063, -0.157], [-0.244, -0.014, 0.199], [0.577, 0.303, -0.037], [-0.295, 0.178, -0.408], [1.458, 1.171, -0.659], [-1.693, -1.152, 0.018], [0.753, 0.727, -1.459], [-0.258, -1.410, -1.958], [-1.038, -0.020, 1.280], [0.357, -1.164, 0.783], [-0.119, 0.015, -0.131], [-0.215, -1.044, 0.134], [-0.547, 0.107, 1.001], [0.576, 0.949, -0.125], [0.633, -0.097, 0.319], [-0.610, 0.489, 0.142], [0.109, 0.032, 0.607], [0.856, 0.440, 0.179], [-0.291, -0.146, -0.045], [0.112, 0.358, -0.081], [-0.163, 0.555, -0.050], [-0.225, 0.452, 2.148], [-0.454, -0.670, -1.049], [-2.433, -0.066, 0.828], [0.190, -0.432, -1.165], [0.742, 0.471, 0.079], [-2.302, 0.080, -0.001], [0.021, 0.671, -0.099], [0.569, -0.431, -0.490], [0.021, -0.012, 0.330], [1.179, 0.171, 0.267], [1.383, 0.366, -0.822], [0.625, -0.592, 0.389], [0.255, 0.261, -0.376], [0.356, -0.312, 0.314], [-1.065, -0.063, 0.346], [0.416, 0.324, -0.420], [0.799, -0.185, -0.280], [-0.700, -0.886, 0.056], [-0.705, 0.240, 1.770], [1.240, -0.764, 0.115], [-0.477, 0.955, -0.320], [-1.314, -0.727, -1.924], [0.220, -0.761, -0.146], [-0.513, -0.039, -0.722], [0.666, 0.190, -0.981], [0.057, 0.213, 0.319], [0.309, 0.924, 0.070], [-0.077, -0.295, 0.051], [-0.338, -0.040, -0.443], [-0.050, 0.786, 0.819], [0.702, 0.535, 0.235], [0.489, -0.640, 0.876], [-0.035, 0.348, 0.486], [0.414, -0.008, -0.400], [-0.508, -1.172, 0.587], [0.645, 1.453, 1.179], [-0.198, 0.439, 0.811], [0.353, -0.538, -0.825], [-0.386, 0.250, -0.466], [-1.956, 1.014, -1.095], [0.119, 0.163, -0.713], [0.381, -0.769, 0.524], [0.207, 0.920, -0.795], [-0.698, -0.721, -0.181], [-0.240, -1.055, -0.563], [1.081, 0.519, 0.174], [0.498, 0.104, 0.107], [-0.084, -0.120, 0.272], [0.042, -0.010, 0.134], [0.295, -0.201, 0.218], [0.323, -0.239, 0.558], [-0.591, 0.081, -1.077], [1.989, -0.395, 0.192], [-0.386, -0.988, -1.076], [0.907, 0.328, -0.620], [-1.121, 0.352, 0.735], [-1.340, 0.189, 0.890], [-0.130, -0.114, 0.503], [-0.166, -0.609, 0.153], [0.194, 0.327, 0.180], [0.037, 0.577, -0.269], [-0.392, 0.320, -0.335], [-0.163, 0.067, 0.867], [-0.053, -0.401, 0.122], [0.708, -0.031, 0.227], [0.085, 0.245, -0.490], [0.025, -0.112, 0.217], [0.453, 0.087, -0.221], [-0.083, -2.626, 1.253], [0.063, 1.803, 1.368], [0.655, -0.832, 0.876], [-0.939, -0.506, -0.628], [2.020, 0.305, -0.481], [-1.083, -0.622, -0.722], [0.638, 0.372, 0.573], [-0.701, 1.213, -0.032], [0.368, -0.005, -1.514], [0.362, -0.695, -0.621], [-0.218, 0.265, -0.231], [0.563, 0.869, 0.023], [-0.903, 0.038, 0.372], [-1.256, 0.009, 0.248], [0.233, -0.238, -0.245], [-0.022, 0.173, -0.381], [-0.007, 0.456, -0.049], [1.679, 0.127, 0.887], [-0.338, -0.186, -0.719], [1.310, 0.204, 0.912], [-0.792, 1.291, -0.849], [0.739, 0.130, 0.187], [0.105, 0.013, -0.815], [1.161, -1.195, 0.606], [-1.667, 2.398, -0.825], [-0.087, 0.040, 2.750], [-0.960, -0.783, 0.388], [-0.821, -0.791, 2.129], [-0.667, -0.393, -0.491], [-0.424, 0.140, -0.054], [-0.459, 0.146, -0.171], [-0.026, 0.669, 0.232], [-0.268, -0.603, 0.085], [0.854, -1.054, -0.624], [-0.761, -0.331, 0.662], [-0.601, -0.167, -0.069], [-0.537, 0.052, 0.127], [0.081, 0.711, -0.081], [-0.464, -0.747, -1.748], [0.351, -0.752, -0.334], [0.786, -0.652, 0.267], [-0.035, 0.688, -0.305], [0.375, 0.767, -0.453], [0.518, -0.410, -0.359], [0.091, 0.035, -1.009], [0.478, 1.387, -0.288], [0.320, -0.706, 0.001], [0.778, 1.380, 0.703], [-0.622, 0.467, -1.669], [1.112, -0.647, 0.295], [0.400, 0.327, -0.072], [-0.003, -0.968, 0.032], [0.781, 1.671, -1.373], [-0.985, -0.603, 2.071], [-0.440, 1.671, -0.461], [-0.225, -0.069, 0.445], [1.351, -1.480, 0.600], [-0.011, -0.989, 0.082], [-0.548, 0.683, -0.337], [0.404, -0.012, -0.288], [0.013, -0.539, 0.690], [-0.508, -0.204, -0.834], [-0.474, 0.137, -0.300], [-0.022, -0.208, 0.103], [-0.899, 0.198, 0.008], [0.107, 0.085, -0.351], [-0.185, -0.176, 0.557], [0.165, 0.101, -0.415], [-0.641, -0.674, -0.339], [0.308, -0.234, 0.346], [-0.304, 0.507, -0.043], [-0.012, -0.470, -0.180], [-0.574, 1.182, 0.594], [0.032, 0.092, 0.327], [0.109, 0.268, -0.574], [0.027, -0.128, 0.350], [0.510, -1.516, 0.170], [0.489, -1.676, -0.222], [-0.537, 2.334, 0.627], [-0.172, 1.027, 1.071], [0.405, -0.094, -1.281], [1.086, 0.528, -1.399], [-2.448, -1.082, -0.656], [0.771, 0.088, 1.455], [-0.074, -1.489, 0.107], [1.498, 0.896, 0.170], [0.516, 0.778, 0.548], [-0.594, -0.513, 0.123], [-0.387, 0.679, -1.159], [0.484, 0.258, 0.422], [0.026, -0.102, 0.486], [0.328, -0.053, 0.547], [-0.935, -0.596, -0.353], [-0.280, -0.068, 0.217], [-0.283, -0.008, -0.124], [0.155, -0.243, 1.145], [-0.325, 0.326, -0.183], [0.862, -0.536, -0.384], [-0.770, -0.356, 0.035], [-0.424, 0.367, 0.362], [0.397, 0.060, -0.545], [-0.658, -0.277, -0.678], [0.378, -0.391, 0.191], [-0.656, 0.781, 0.142], [0.751, -0.172, -0.533], [0.485, -0.720, -0.160], [-0.021, 0.405, 0.009], [-0.654, -0.624, 1.303], [-0.142, -1.328, -0.028], [-1.073, -0.058, 0.413], [0.524, -1.107, -0.850], [0.563, 0.338, -0.268], [1.395, 0.449, 0.022], [-0.083, -0.357, -0.107], [0.012, 0.338, 0.218], [-0.791, 1.335, -1.403], [0.875, -0.546, 0.734], [-0.119, 0.550, 0.488], [-0.313, 0.436, 0.128], [-0.226, -0.205, -0.409], [0.822, 0.536, -0.708], [-0.318, 0.068, -0.908], [0.055, 0.098, 0.390], [0.077, -0.162, 0.213], [-0.229, 0.630, 1.223], [-0.317, -0.352, 0.355], [-0.569, 0.139, -0.593], [0.140, 0.263, -0.131], [0.166, -0.536, -0.299], [0.222, -0.896, 1.376], [-0.431, 0.185, 0.297], [0.087, 0.231, -0.767], [-0.219, -0.083, -0.419], [0.262, 0.853, 0.299], [0.045, -0.203, -0.293], [0.404, 0.552, -0.429], [0.212, -0.185, -0.071], [-0.403, -0.631, 0.653], [1.060, 0.259, 0.321], [-0.596, 0.228, -1.963], [-1.291, -0.575, 0.236], [-0.520, 1.624, -0.156], [-2.355, -0.683, 0.389], [-1.239, -0.265, -0.575], [0.481, 0.437, 0.884], [0.049, -0.929, -0.984], [0.853, -1.185, 1.186], [-1.369, -1.571, -1.656], [0.333, 0.009, -0.618], [-0.700, 0.352, -0.602], [0.315, -0.174, 0.636], [0.888, 0.804, -0.347], [0.514, -0.411, 1.940], [0.773, -0.091, -0.124], [0.442, 0.170, 0.684], [0.505, 0.083, 0.310], [0.846, -1.077, -0.794], [0.057, 1.765, 0.455], [1.165, -0.437, 0.881], [-0.298, -0.474, -0.515], [-0.814, 0.608, -1.678], [-0.081, 0.250, -0.021], [0.259, 0.594, 0.603], [-0.607, 0.516, 1.486], [0.162, 0.561, 0.262], [1.032, 0.424, 0.176], [0.548, -0.199, -0.893], [-0.395, 0.466, -0.012], [1.772, -1.394, 0.255], [1.025, -0.475, 0.226], [-1.114, 1.783, 1.922], [-0.173, -0.428, 0.120], [1.432, 0.649, 0.634], [-1.459, 1.489, -0.483], [1.603, -0.616, -0.715], [-0.946, -0.576, -0.571], [-1.132, 1.024, 0.125], [-0.970, 0.058, 0.505], [-0.170, 0.288, -0.267], [-0.199, 0.094, 0.173], [0.482, -0.652, -0.410], [-0.815, -0.002, -0.125], [0.144, 0.230, 0.478], [0.260, -0.965, -0.776], [-0.245, 0.238, -0.143], [0.636, 0.671, 0.012], [-0.515, -0.609, -0.051], [0.620, 0.189, -0.567], [-0.344, -0.471, 0.119], [-0.312, -0.097, 0.964], [0.483, -0.535, -0.401], [0.105, 0.165, -0.211], [0.147, -0.379, 0.145], [0.602, -0.760, -0.500], [0.597, 0.522, -0.286], [-0.428, 0.338, -0.272], [-0.574, -0.432, 0.137]]
}